(1)
129
Properties=species:S:1:pos:R:3:forces:R:3:mulliken_charge:R:1 method="wB97M-V/def2-TZVPD" e_tot_ev=-146355.516 e_homo_ha=-0.4055 e_lumo_ha=-0.1262 charge=+1
C 2.1412 -4.7849 0.4507 0.20 -0.26 0.61 -1.063
C 2.4632 -4.0840 1.8059 0.80 0.78 1.20 0.586
C 3.7978 -4.3820 2.3865 -0.77 0.97 0.83 -0.626
C 4.2635 -3.8318 3.6428 -2.58 0.62 -0.96 -0.607
C 3.3409 -2.9502 4.3874 0.06 -1.17 -2.03 -0.755
C 2.0424 -2.6583 3.8239 0.58 -0.64 -0.76 -0.143
C 1.5622 -3.1841 2.5190 2.06 -0.85 0.73 0.629
C 0.1424 -2.7851 1.9390 2.02 -1.74 1.99 -0.839
N 0.1996 -1.3670 1.5254 -1.50 -0.25 -0.28 1.338
C 0.0502 -0.4212 2.5714 0.06 1.64 0.66 -1.816
N -1.0872 -0.1210 3.3270 0.09 -1.52 -2.45 0.097
C -2.2673 -0.9898 3.0992 -1.77 -0.75 1.63 -0.527
C -3.5778 -0.0998 3.2368 0.58 -1.05 0.45 -0.368
C -4.8753 -0.9827 3.4051 -0.81 0.12 -0.40 -0.673
C -6.2068 -0.1997 2.9763 0.20 0.06 0.25 -0.500
O -5.9905 1.2164 2.7964 0.14 -0.21 0.17 -0.476
N 1.1183 0.3080 2.8312 0.54 0.84 0.70 0.860
C 1.1246 1.3742 3.8546 -0.94 2.15 0.25 -0.917
C 0.5060 2.7071 3.2258 0.12 0.85 0.29 0.899
C 0.9188 4.0081 4.0422 0.38 -0.24 -0.30 -1.097
C 2.4638 4.3501 3.9545 -0.41 0.73 -0.08 -0.665
C 2.9608 4.6428 2.4704 1.07 -0.34 0.77 -0.519
N 4.0983 3.7217 2.1501 -0.55 0.28 -0.13 -0.343
P 2.6181 0.0157 1.8460 1.48 -1.60 -1.13 0.620
O 3.9580 0.6383 2.6295 -2.48 -0.13 0.35 -0.495
Br 2.2980 1.3908 0.0561 0.06 0.13 0.73 -0.350
C -0.4864 -1.0290 0.3033 -2.18 1.76 -3.17 0.429
C -0.4361 -1.8618 -0.9150 -0.39 0.94 0.74 -0.152
C -1.1193 -1.5269 -2.1479 -0.42 1.29 1.01 -0.763
C -1.8896 -0.2948 -2.2874 1.17 -0.07 2.85 -0.843
C -1.9265 0.5804 -1.1085 0.95 -1.76 -0.04 -0.815
C -1.2660 0.2211 0.1582 0.10 -0.89 -1.65 0.231
H 2.0132 -5.8828 0.6819 -0.02 1.10 -0.46 0.344
H 2.9940 -4.6954 -0.2697 -0.68 -0.01 0.72 0.383
H 1.2302 -4.4059 -0.0699 0.74 -0.39 0.53 -0.119
H 4.4799 -5.0628 1.8124 -0.80 0.74 0.59 0.354
H 5.2712 -4.0615 4.0484 -0.92 0.14 -0.43 0.390
H 3.7041 -2.5662 5.3680 -0.71 -0.18 -0.89 0.424
H 1.3639 -1.9843 4.3995 0.54 -0.70 -0.41 0.372
H -0.0687 -3.5198 1.1311 -0.09 1.22 0.34 0.889
H -0.5784 -3.0149 2.7758 0.38 0.61 -0.92 0.163
H -1.4098 0.8457 3.2068 0.76 -0.02 0.51 -0.128
H -2.2530 -1.6179 2.1772 0.09 0.93 0.47 0.243
H -2.3186 -1.7140 3.9693 0.22 0.60 -0.94 0.378
H -3.6153 0.5878 2.3558 -0.24 -0.42 0.85 0.331
H -3.4550 0.4466 4.2194 -0.05 -0.08 -1.25 0.351
H -4.8368 -1.9197 2.7871 0.17 0.84 0.49 0.314
H -5.0398 -1.3150 4.4666 0.60 0.35 -0.92 0.339
H -6.5966 -0.5858 1.9971 0.42 0.49 0.93 0.281
H -7.0071 -0.3126 3.7534 0.68 -0.25 -0.70 0.269
H -5.7975 1.6366 3.6525 -0.28 -0.44 -0.36 0.279
H 2.1446 1.6577 4.2182 -0.61 -0.75 -0.72 0.355
H 0.5190 1.1281 4.7683 0.52 -0.28 -1.00 0.192
H -0.6173 2.6877 3.2016 0.93 -0.13 0.01 -0.169
H 0.8440 2.8807 2.1701 -0.19 -0.58 0.90 -0.142
H 0.3917 4.8959 3.5898 0.26 -0.99 0.49 0.247
H 0.5694 3.8932 5.1047 0.40 0.25 -0.88 0.385
H 2.6427 5.2995 4.5383 -0.32 -1.04 -0.36 0.432
H 3.1239 3.5721 4.4191 -0.61 0.56 -0.53 0.278
H 3.3889 5.6816 2.4390 -1.04 -0.70 -0.16 0.360
H 2.1609 4.4864 1.7053 0.57 0.38 0.69 0.353
H 4.9918 4.1912 2.3184 -0.45 -0.31 -0.30 0.219
H 4.0364 3.4242 1.1771 0.34 0.26 0.29 0.043
H 3.8775 0.3329 3.5609 0.52 0.20 -0.43 0.339
H 0.1581 -2.8024 -0.8729 -0.56 0.87 -0.17 0.123
H -1.0584 -2.2268 -3.0153 0.05 0.68 0.87 0.401
H -2.4330 0.0243 -3.2019 0.59 -0.55 0.74 0.584
H -2.4752 1.5552 -1.1702 0.59 -1.11 0.18 0.408
H -1.3770 0.9754 0.9735 0.25 -0.81 -0.70 0.339
C -2.9866 4.8157 3.6876 -0.31 -0.30 -0.13 -0.556
O -2.9493 3.7087 2.7832 0.17 -0.42 -0.02 -0.390
H -2.0065 5.2877 3.7061 -0.06 -0.05 -0.07 0.037
H -3.7270 5.5384 3.3542 0.13 0.03 0.10 0.336
H -3.2363 4.4633 4.6914 0.04 0.23 0.09 0.357
H -3.8271 3.3095 2.7853 0.11 0.04 -0.15 0.233
C 0.1434 -0.0258 -5.3606 -0.10 -0.28 -0.33 -0.460
O -0.0261 -1.3901 -5.7396 0.03 -0.21 0.17 -0.445
H 0.1062 0.0406 -4.2734 0.04 -0.09 -0.04 0.120
H 1.1113 0.3376 -5.7120 -0.07 0.21 0.07 0.289
H -0.6567 0.5769 -5.7871 0.15 0.13 0.09 0.241
H 0.0102 -1.4260 -6.7029 -0.07 -0.09 0.12 0.258
C -5.6721 2.2889 -1.6396 -0.32 -0.26 -0.06 -0.386
O -5.6759 1.1797 -2.5300 0.11 -0.05 -0.01 -0.491
H -4.6766 2.7311 -1.6335 -0.03 -0.07 -0.08 0.148
H -6.3963 3.0343 -1.9767 0.09 0.16 0.17 0.341
H -5.9246 1.9519 -0.6304 0.05 0.23 0.10 0.125
H -6.5651 0.8089 -2.5161 0.15 -0.01 -0.10 0.287
C -1.0491 3.6084 -5.6082 0.30 0.09 -0.10 -0.501
O -0.1347 2.7601 -6.2920 0.06 0.20 0.00 -0.469
H -1.9973 3.0832 -5.5004 0.08 -0.04 -0.06 0.206
H -0.6586 3.8549 -4.6171 -0.17 0.10 0.06 0.223
H -1.2081 4.5243 -6.1822 -0.16 0.05 0.14 0.286
H 0.6945 3.2442 -6.3758 -0.09 -0.12 -0.08 0.275
C -2.9036 8.5064 3.7598 -0.30 -0.01 0.00 -0.581
O -3.5452 7.4976 4.5329 -0.05 0.12 0.14 -0.504
H -1.8316 8.4572 3.9442 -0.08 -0.06 0.06 0.216
H -3.0947 8.3388 2.6964 0.13 0.15 -0.06 0.268
H -3.2743 9.4913 4.0519 0.15 0.08 -0.13 0.302
H -4.4903 7.5609 4.3543 0.11 0.02 0.14 0.301
C -0.9476 -5.5560 -3.2926 0.21 0.32 -0.03 -0.237
O 0.4708 -5.4306 -3.2887 0.08 -0.02 0.16 -0.547
H -1.2061 -6.6110 -3.3560 0.10 0.05 0.01 0.056
H -1.3576 -5.1382 -2.3684 -0.24 -0.06 -0.05 0.212
H -1.3609 -5.0303 -4.1571 -0.22 -0.08 0.06 0.204
H 0.6757 -4.4904 -3.2332 0.06 -0.14 -0.15 0.320
C 0.2918 -4.1775 -7.7135 -0.31 -0.17 -0.13 -0.525
O -0.3591 -3.5965 -8.8372 0.00 0.13 -0.02 -0.521
H 1.2037 -3.6182 -7.5104 -0.07 0.01 -0.07 0.234
H -0.3645 -4.1275 -6.8407 0.18 -0.07 0.15 0.201
H 0.5472 -5.2181 -7.9287 0.12 -0.01 0.19 0.326
H -1.1613 -4.1051 -8.9986 0.10 0.13 -0.05 0.302
C 6.1639 1.7882 -0.3443 -0.28 -0.11 -0.06 -0.314
O 5.5076 2.3850 -1.4569 -0.06 -0.08 -0.17 -0.529
H 7.0693 2.3512 -0.1233 -0.08 0.04 -0.12 0.292
H 5.5053 1.8094 0.5278 0.18 -0.14 0.16 -0.064
H 6.4313 0.7552 -0.5853 0.11 -0.05 0.25 0.280
H 4.7109 1.8648 -1.6285 0.15 0.19 0.00 0.292
C 8.5884 0.2177 -3.1441 -0.31 0.15 0.12 -0.552
O 7.4990 0.9657 -3.6657 -0.02 -0.10 -0.01 -0.491
H 9.2849 0.0059 -3.9536 -0.08 0.04 0.01 0.255
H 9.1012 0.7960 -2.3704 0.16 -0.15 0.02 0.241
H 8.2269 -0.7256 -2.7246 0.21 -0.09 0.04 0.244
H 6.8957 1.1422 -2.9342 -0.01 0.25 -0.16 0.317
C -2.1087 -9.0618 -4.7694 -0.32 -0.18 0.07 -0.489
O -3.4332 -8.6886 -5.1272 -0.03 0.09 -0.01 -0.506
H -1.4146 -8.3344 -5.1876 -0.11 0.00 -0.03 0.165
H -2.0110 -9.0707 -3.6802 0.24 -0.07 -0.01 0.234
H -1.8799 -10.0512 -5.1727 0.22 0.02 0.08 0.297
H -4.0282 -9.3442 -4.7475 0.02 0.13 -0.11 0.296



(2)
12
Properties=species:S:1:pos:R:3:forces:R:3:nbo_charge:R:1 method="wB97M-V/def2-TZVPD" relative_energy_kcal_mol=44.4 e_tot_ev=-8234.773 e_homo_ha=-0.3592 e_lumo_ha=0.0307
C -2.2386 -0.4302 -0.0016 0.17 0.49 -0.02 -0.293
C -0.9128 -0.4852 -0.0499 -0.27 0.33 0.04 -0.327
C -0.1208 0.7815 -0.0281 -0.18 1.07 -0.07 0.628
O -0.6147 1.9102 0.0484 0.39 -1.31 -0.10 -0.620
N 1.2464 0.6657 -0.1639 -0.21 0.53 0.16 -0.466
N 1.9083 -0.5380 0.0712 1.10 -0.26 -0.19 -0.657
H -2.7499 0.5315 0.0523 0.16 -0.21 0.03 0.217
H -2.8378 -1.3216 -0.0293 -0.13 -0.23 -0.01 0.196
H -0.3872 -1.4204 -0.1238 0.14 -0.10 0.02 0.228
H 1.7308 1.5646 -0.0764 -0.15 -0.56 -0.01 0.379
H 2.5949 -0.7252 -0.6883 -0.73 0.25 0.95 0.360
H 2.3814 -0.5331 0.9893 -0.29 0.02 -0.80 0.353